Record 1
Molecular formula: C45H38Cl9N7O14
Method: DFT, the ωB97M-V functional and the def2-TZVPD basis

XYZ file:
```
113
Properties=species:S:1:pos:R:3
O 13.139 17.651 15.237
N 13.827 17.725 14.252
O 14.993 17.321 14.231
C 13.232 18.373 13.051
C 14.098 18.386 11.967
C 13.638 19.066 10.880
C 12.310 19.566 10.874
C 11.492 19.477 12.001
C 11.969 18.877 13.135
H 15.090 17.907 12.080
H 14.240 19.172 10.043
H 12.044 20.212 10.032
H 10.571 20.027 12.017
H 11.365 18.796 13.994
O 16.925 10.699 8.716
N 17.071 9.811 9.557
O 17.657 8.781 9.407
C 16.428 10.014 10.831
C 16.076 8.882 11.535
C 15.514 9.071 12.805
C 15.175 10.311 13.293
C 15.579 11.409 12.520
C 16.201 11.295 11.300
H 16.297 7.886 11.134
H 15.268 8.183 13.352
H 14.663 10.389 14.248
H 15.420 12.439 12.808
H 16.588 12.111 10.642
O 12.546 11.248 18.817
N 11.951 11.204 17.764
O 11.184 12.066 17.384
C 12.262 10.081 16.855
C 13.322 9.262 17.145
C 13.526 8.180 16.356
C 12.746 7.989 15.199
C 11.722 8.849 14.909
C 11.536 10.008 15.695
H 13.923 9.441 18.047
H 14.287 7.475 16.626
H 12.852 7.103 14.605
H 11.154 8.752 13.988
H 10.727 10.731 15.507
O 10.906 15.486 16.289
N 10.464 16.060 15.323
O 9.760 17.031 15.405
C 10.809 15.528 13.948
C 10.193 15.882 12.799
C 10.590 15.379 11.571
C 11.756 14.560 11.557
C 12.379 14.209 12.744
C 11.884 14.635 13.964
H 9.330 16.548 12.857
H 9.915 15.456 10.709
H 12.051 14.099 10.584
H 13.201 13.539 12.743
H 12.390 14.405 14.891
O 19.140 13.662 15.969
N 18.959 13.639 14.768
O 18.599 14.599 14.133
C 19.218 12.313 14.105
C 19.079 12.164 12.727
C 19.532 10.985 12.133
C 19.986 9.966 12.907
C 20.051 10.119 14.308
C 19.712 11.323 14.943
H 18.838 12.993 12.073
H 19.468 10.864 11.024
H 20.452 9.151 12.347
H 20.431 9.278 14.851
H 19.804 11.398 16.033
O 14.790 12.320 16.865
N 15.613 13.219 16.638
O 16.459 13.093 15.805
C 15.406 14.470 17.330
C 14.042 14.801 17.731
C 13.920 16.003 18.353
C 15.039 16.772 18.674
C 16.315 16.423 18.278
C 16.504 15.274 17.448
H 13.239 14.087 17.616
H 12.982 16.506 18.556
H 14.921 17.599 19.333
H 17.190 17.066 18.591
H 17.474 15.014 17.080
O 19.838 12.041 18.764
N 18.667 11.813 18.606
O 18.280 10.915 17.903
C 17.629 12.479 19.493
C 17.989 13.593 20.243
C 16.973 14.293 20.909
C 15.660 13.742 20.953
C 15.450 12.563 20.313
C 16.400 11.897 19.551
H 19.021 13.854 20.123
H 17.260 15.121 21.565
H 14.848 14.373 21.283
H 14.473 12.134 20.325
H 16.156 11.030 18.905
Cl 17.762 19.868 19.542
C 19.075 19.696 20.638
Cl 18.750 18.743 22.077
Cl 19.498 21.391 21.343
H 19.967 19.365 20.152
Cl 8.829 15.741 19.011
C 8.922 13.974 18.923
Cl 7.346 13.137 19.130
Cl 10.086 13.460 20.123
H 9.285 13.639 17.961
Cl 18.875 17.899 16.204
C 20.019 16.609 16.254
Cl 20.645 16.198 17.867
Cl 21.445 17.063 15.167
H 19.513 15.694 15.918
```

Summary:
- Net charge: 0
- ΔE to the lowest compared entry with this formula, charge and spin: 39.25 kJ/mol
- F_max: 3.00 eV Å⁻¹
- Calculated total energy: -199058.3895 eV
- SMILES string: O=[N+]([O-])c1ccccc1.O=[N+]([O-])c1ccccc1.O=[N+]([O-])c1ccccc1.O=[N+]([O-])c1ccccc1.O=[N+]([O-])c1ccccc1.O=[N+]([O-])c1ccccc1.O=[N+]([O-])c1ccccc1.ClC(Cl)Cl.ClC(Cl)Cl.ClC(Cl)Cl

Results of the Löwdin charge analysis, in e, for atoms 1 through 99:
1 O 0.08
2 N -0.33
3 O 0.05
4 C -0.14
5 C 0.00
6 C -0.06
7 C -0.05
8 C -0.06
9 C -0.02
10 H 0.14
11 H 0.09
12 H 0.11
13 H 0.11
14 H 0.11
15 O 0.07
16 N -0.37
17 O 0.09
18 C -0.20
19 C 0.01
20 C -0.06
21 C -0.04
22 C -0.07
23 C -0.03
24 H 0.13
25 H 0.09
26 H 0.10
27 H 0.10
28 H 0.14
29 O 0.06
30 N -0.33
31 O 0.04
32 C -0.16
33 C -0.02
34 C -0.06
35 C -0.08
36 C -0.06
37 C 0.01
38 H 0.13
39 H 0.11
40 H 0.10
41 H 0.11
42 H 0.13
43 O 0.05
44 N -0.34
45 O 0.08
46 C -0.14
47 C -0.05
48 C -0.05
49 C -0.06
50 C -0.07
51 C 0.01
52 H 0.13
53 H 0.11
54 H 0.12
55 H 0.08
56 H 0.11
57 O 0.01
58 N -0.33
59 O 0.09
60 C -0.12
61 C -0.01
62 C -0.10
63 C -0.07
64 C -0.04
65 C 0.02
66 H 0.12
67 H 0.13
68 H 0.12
69 H 0.10
70 H 0.10
71 O 0.03
72 N -0.33
73 O 0.09
74 C -0.13
75 C 0.03
76 C -0.08
77 C -0.07
78 C -0.07
79 C 0.02
80 H 0.10
81 H 0.12
82 H 0.10
83 H 0.08
84 H 0.09
85 O 0.08
86 N -0.34
87 O 0.06
88 C -0.14
89 C 0.00
90 C -0.04
91 C -0.06
92 C -0.08
93 C -0.02
94 H 0.11
95 H 0.11
96 H 0.11
97 H 0.09
98 H 0.13
99 Cl 0.57

=====

Record 2
Molecular formula: C45H38IrN8O5P2Se3
Method: DFT, the ωB97M-V functional and the def2-TZVPD basis

XYZ file:
```
102
Properties=species:S:1:pos:R:3
Ir -0.177 0.086 0.082
O -1.983 -0.751 0.127
C -2.587 -1.448 -0.833
C -3.854 -1.013 -1.242
C -4.601 -1.757 -2.134
C -4.103 -2.955 -2.645
C -2.846 -3.380 -2.261
C -2.065 -2.639 -1.367
C -0.723 -3.089 -1.066
N 0.116 -2.343 -0.461
N 1.402 -2.786 -0.348
C 2.126 -1.853 0.201
O 1.655 -0.742 0.656
C 3.584 -2.078 0.372
C 4.178 -3.254 -0.079
C 5.538 -3.451 0.087
C 6.315 -2.475 0.702
C 5.726 -1.300 1.145
C 4.364 -1.099 0.980
H -4.233 -0.082 -0.839
H -5.574 -1.394 -2.441
H -4.691 -3.545 -3.336
H -2.438 -4.303 -2.659
H -0.389 -4.054 -1.447
H 3.559 -4.002 -0.555
H 5.997 -4.365 -0.265
H 7.379 -2.630 0.828
H 6.330 -0.533 1.613
H 3.896 -0.177 1.301
Se -5.569 2.466 -2.798
P -4.206 3.853 -1.992
C -3.423 4.948 -3.204
C -2.170 5.502 -2.963
C -1.601 6.361 -3.894
C -2.288 6.671 -5.059
C -3.546 6.129 -5.294
C -4.115 5.268 -4.369
C -4.945 4.959 -0.762
C -4.656 6.319 -0.725
C -5.250 7.128 0.234
C -6.127 6.580 1.157
C -6.417 5.222 1.120
C -5.834 4.414 0.161
C -2.868 3.046 -1.091
C -1.860 2.151 -1.443
N -1.387 1.686 -0.255
N -2.028 2.264 0.740
N -2.918 3.087 0.260
P -1.049 1.622 -2.952
Se 0.192 -0.071 -2.390
C 0.005 2.970 -3.526
C 0.708 3.687 -2.559
C 1.630 4.645 -2.942
C 1.861 4.885 -4.291
C 1.179 4.158 -5.255
C 0.256 3.193 -4.877
C -2.218 1.199 -4.249
C -2.600 -0.129 -4.418
C -3.507 -0.458 -5.413
C -4.023 0.527 -6.241
C -3.644 1.852 -6.071
C -2.748 2.190 -5.074
H -1.636 5.263 -2.052
H -0.620 6.777 -3.710
H -1.842 7.337 -5.787
H -4.083 6.375 -6.201
H -5.084 4.817 -4.549
H -3.974 6.756 -1.443
H -5.027 8.187 0.255
H -6.590 7.212 1.904
H -7.103 4.793 1.839
H -6.067 3.358 0.117
H 0.561 3.475 -1.508
H 2.180 5.185 -2.183
H 2.586 5.631 -4.590
H 1.370 4.332 -6.306
H -0.250 2.613 -5.636
H -2.199 -0.898 -3.769
H -3.810 -1.490 -5.534
H -4.728 0.264 -7.019
H -4.060 2.626 -6.703
H -2.469 3.226 -4.939
O 1.240 1.578 -0.245
N 1.753 2.346 0.698
O 2.521 3.200 0.308
O 1.466 2.146 1.860
C 2.089 -1.348 3.689
N 1.514 -0.089 4.145
C 2.091 0.762 5.058
C 1.257 1.817 5.195
N 0.186 1.594 4.366
C -0.923 2.519 4.174
C 0.354 0.435 3.713
Se -0.848 -0.360 2.510
H 2.855 -1.648 4.400
H 2.525 -1.221 2.702
H 1.309 -2.103 3.639
H 3.035 0.543 5.523
H 1.340 2.707 5.792
H -1.539 2.544 5.072
H -1.509 2.189 3.320
H -0.518 3.505 3.960
```

Summary:
- Net charge: 0
- ΔE to the lowest compared entry with this formula, charge and spin: 41.77 kJ/mol
- Spin multiplicity: 2
- F_max: 0.50 eV Å⁻¹
- Calculated total energy: -286893.0333 eV

Results of the Löwdin charge analysis, in e, for atoms 1 through 99:
1 Ir 1.20
2 O -0.41
3 C -0.35
4 C -0.01
5 C -0.08
6 C -0.10
7 C -0.05
8 C -0.17
9 C -0.09
10 N -0.10
11 N 0.09
12 C -0.45
13 O -0.27
14 C -0.14
15 C -0.02
16 C -0.08
17 C -0.09
18 C -0.08
19 C -0.03
20 H 0.11
21 H 0.11
22 H 0.10
23 H 0.11
24 H 0.13
25 H 0.11
26 H 0.10
27 H 0.10
28 H 0.10
29 H 0.11
30 Se 0.32
31 P 0.53
32 C -0.38
33 C -0.10
34 C -0.07
35 C -0.07
36 C -0.07
37 C -0.11
38 C -0.35
39 C -0.07
40 C -0.08
41 C -0.08
42 C -0.07
43 C -0.11
44 C -0.40
45 C -0.38
46 N -0.22
47 N -0.01
48 N 0.04
49 P 0.76
50 Se 0.63
51 C -0.34
52 C -0.09
53 C -0.06
54 C -0.08
55 C -0.07
56 C -0.08
57 C -0.34
58 C -0.09
59 C -0.06
60 C -0.06
61 C -0.08
62 C -0.13
63 H 0.11
64 H 0.11
65 H 0.11
66 H 0.11
67 H 0.08
68 H 0.10
69 H 0.10
70 H 0.10
71 H 0.10
72 H 0.09
73 H 0.09
74 H 0.11
75 H 0.11
76 H 0.11
77 H 0.11
78 H 0.07
79 H 0.11
80 H 0.11
81 H 0.11
82 H 0.09
83 O -0.31
84 N -0.51
85 O 0.06
86 O 0.03
87 C 0.00
88 N -0.09
89 C -0.03
90 C -0.03
91 N -0.12
92 C -0.01
93 C -0.63
94 Se 0.85
95 H 0.10
96 H 0.06
97 H 0.09
98 H 0.13
99 H 0.13

=====

Question: Which of these has the highest ΔE to the lowest compared entry with this formula, charge and spin?
Answer: C45H38IrN8O5P2Se3